DFT (ωB97M-V/def2-TZVPD) results for the molecule C18H24N2O5.

Its HOMO-LUMO gap is 9.4529 eV. Its LUMO energy is 0.6257 eV. The SMILES is C[C@H](N[C@@H](CCc1ccccc1)C(=O)O)C(=O)N1CCC[C@H]1C(=O)O. The HOMO energy is -8.8 eV. For the energy above the lowest of the compared OMol25 structures with the same formula, charge and spin, the calculation gives 0.0 kJ/mol.

Geometry (Å):
O -2.65548 -1.28931 -1.13295
O 0.03194 2.53713 -1.22611
O -2.11717 -0.51622 1.38557
O -1.74588 2.88653 0.07680
O -0.48041 0.95598 1.45997
N -2.70019 0.85437 -1.73488
N 0.33713 -0.41243 -1.03861
C 5.43941 -1.93632 3.61328
C 3.37398 -0.90940 2.04919
C -2.15526 2.13704 -2.14667
C -4.35331 2.47795 -1.22493
C 4.34578 -1.33519 4.21269
C -2.07461 -0.33131 -1.63945
C -0.62991 -0.46740 -2.13053
C -0.03951 -1.05541 0.21022
C -0.88064 -0.11755 1.07798
C 1.21662 -1.50711 0.97928
C -0.48808 -1.80108 -2.87058
C 2.24158 -0.39167 1.20987
C -3.38426 3.03979 -2.26423
C 4.47444 -1.51657 1.45812
C 5.50133 -2.02555 2.23315
C 3.32070 -0.82724 3.43475
C -4.06710 0.98060 -1.23614
C -1.15987 2.56951 -1.06155
H 0.90435 -1.91830 1.94291
H 6.35322 -2.49216 1.75963
H -5.39005 2.69484 -1.47239
H 4.29252 -1.26098 5.28939
H 2.46933 -0.35584 3.90532
H 0.55890 -1.97083 -3.10177
H 4.52753 -1.58554 0.38074
H -0.85465 -2.61691 -2.25423
H -2.43342 -1.23128 0.79919
H -1.60833 2.05757 -3.09123
H 1.68774 -2.30723 0.40584
H -4.14082 0.52821 -0.24487
H -3.13667 4.08390 -2.08574
H 1.75792 0.44550 1.71324
H -1.10778 2.88708 0.81618
H -1.06459 -1.78156 -3.79191
H 0.64040 0.53920 -0.86201
H 2.61651 -0.05116 0.24445
H 6.24123 -2.33195 4.21945
H -4.13039 2.89436 -0.24463
H -3.80192 2.94397 -3.26716
H -0.62382 -1.94965 -0.03036
H -0.37429 0.34486 -2.81343
H -4.73415 0.43475 -1.91086